The following is a quantum chemistry calculation of a cluster of 7 separate species, C44H97BrF3N9O2 in total, from the Open Molecules 2025 dataset.

Values from the calculation:
structure (SMILES)	C[C@@H](Br)C[C@H](C#N)[C@@](C#N)(ON=O)C(F)(F)F.CCN(CC)CC.CCN(CC)CC.CCN(CC)CC.CCN(CC)CC.CCN(CC)CC.CCN(CC)CC
Kohn-Sham gap	0.246	Eh
highest occupied orbital energy	-7.95	eV

Each atom is followed by the atoms it is bonded to, with distances in Å.
Geometry (Å):
1 H 11.391 -4.270 2.091  C58 1.089
2 H 10.205 -1.220 1.093  C34 1.094
3 C -0.938 -1.020 2.676  C72 1.559, C116 1.587, O129 1.405, C133 1.481
4 H -4.829 5.295 3.445  C15 1.091
5 H 3.293 -1.419 5.373  C110 1.092
6 C -1.887 -0.451 4.878  C72 1.466, N122 1.147
7 H -1.960 -7.421 -11.154  C62 1.095
8 H -3.806 -3.927 -7.670  C151 1.092
9 H 11.567 -0.274 0.563  C34 1.095
10 N -0.583 1.382 2.617  O94 1.139, O129 1.511
11 C 5.280 -0.870 4.727  N61 1.453, H74 1.094, C110 1.533, H115 1.095
12 H -2.065 8.827 4.427  C147 1.092
13 H -6.278 10.275 3.769  C51 1.091
14 F 1.136 -2.106 3.205  C116 1.326
15 C -5.017 4.301 3.036  H4 1.091, H18 1.092, H75 1.091, C137 1.521
16 C -4.985 -4.889 -11.533  H23 1.090, H109 1.091, H132 1.091, C145 1.521
17 H 7.320 -0.774 2.075  C106 1.093
18 H -4.183 3.651 3.310  C15 1.092
19 C -5.799 8.651 2.374  H40 1.095, C51 1.533, N55 1.452, H86 1.095
20 H -7.437 8.954 3.745  C51 1.092
21 H -3.193 -0.736 -3.717  C64 1.092
22 H 12.700 -4.547 0.939  C58 1.091
23 H -5.258 -4.176 -10.755  C16 1.090
24 N 11.573 -2.227 -0.097  C34 1.451, C56 1.452, C65 1.454
25 H 11.238 -5.524 0.872  C58 1.092
26 H -2.309 -7.435 -8.117  C97 1.089
27 H -2.235 10.785 1.620  C101 1.091
28 H 4.365 -1.425 1.684  C45 1.089
29 H 11.519 -2.270 2.874  C136 1.090
30 H 13.646 -2.608 0.249  C56 1.102
31 H -6.305 6.626 6.189  C99 1.092
32 N -6.346 3.416 4.938  C43 1.452, C120 1.454, C137 1.453
33 H -1.579 -3.303 -3.309  C155 1.102
34 C 11.288 -1.260 0.947  H2 1.094, H9 1.095, N24 1.451, C136 1.533
35 H -2.861 -3.103 -4.493  C155 1.094
36 H -3.223 -3.744 -9.943  C70 1.093
37 H -2.946 0.846 2.383  C59 1.085
38 H -4.686 -5.269 -8.391  C151 1.091
39 C 0.856 -1.757 -3.427  H84 1.092, C90 1.534, H121 1.089, H139 1.091
40 H -6.488 8.915 1.566  C19 1.095
41 C 0.044 -4.226 -5.529  H67 1.091, C92 1.534, H100 1.093, H144 1.089
42 H -9.631 2.422 5.345  C50 1.092
43 C -7.479 2.608 5.351  N32 1.452, C50 1.533, H126 1.096, H127 1.093
44 H 12.530 -2.654 -2.600  C119 1.091
45 C 5.427 -1.624 1.541  H28 1.089, H48 1.092, C106 1.534, H108 1.091
46 H -4.838 -6.582 -10.225  C145 1.102
47 H 10.926 -4.016 -0.912  C65 1.093
48 H 5.667 -1.372 0.506  C45 1.092
49 N -1.739 -1.251 0.188  C133 1.147
50 C -8.884 3.208 5.218  H42 1.092, C43 1.533, H124 1.089, H150 1.091
51 C -6.373 9.192 3.689  H13 1.091, C19 1.533, H20 1.092, H68 1.089
52 Br -4.805 0.347 0.514  C114 1.966
53 C -5.669 -1.012 2.845  H104 1.088, H113 1.094, C114 1.519, H148 1.090
54 F -0.294 -3.269 2.090  C116 1.335
55 N -4.475 9.089 1.969  C19 1.452, C81 1.452, C102 1.454
56 C 12.961 -2.227 -0.524  N24 1.452, H30 1.102, H118 1.093, C119 1.521
57 H -3.879 0.448 3.792  C59 1.092
58 C 11.615 -4.516 1.054  H1 1.089, H22 1.091, H25 1.092, C65 1.534
59 C -3.353 0.010 2.943  H37 1.085, H57 1.092, C72 1.554, C114 1.539
60 H -7.150 4.397 3.217  C137 1.102
61 N 6.402 -1.225 3.876  C11 1.453, C106 1.454, C134 1.452
62 C -2.047 -6.865 -10.216  H7 1.095, C97 1.533, H141 1.094, N149 1.452
63 H -3.432 -1.929 -2.434  C64 1.091
64 C -2.693 -1.485 -3.101  H21 1.092, H63 1.091, H76 1.088, C155 1.520
65 C 10.964 -3.537 0.069  N24 1.454, H47 1.093, C58 1.534, H93 1.093
66 H -3.538 7.459 2.825  C102 1.093
67 H -0.379 -4.700 -4.642  C41 1.091
68 H -5.896 8.737 4.556  C51 1.089
69 H -4.512 11.133 2.590  C81 1.102
70 C -2.877 -4.668 -9.473  H36 1.093, H128 1.093, N149 1.453, C151 1.534
71 H -3.190 -5.563 -7.498  C151 1.090
72 C -2.238 -0.901 3.528  C3 1.559, C6 1.466, C59 1.554, H80 1.093
73 H 3.445 -1.317 3.628  C110 1.088
74 H 5.096 0.202 4.615  C11 1.094
75 H -5.033 4.395 1.949  C15 1.091
76 H -1.959 -0.986 -2.472  C64 1.088
77 H -2.966 10.317 0.077  C101 1.091
78 H -4.064 -6.801 -11.786  C145 1.094
79 H -4.957 4.790 5.616  C120 1.093
80 H -2.661 -1.906 3.604  C72 1.093
81 C -4.397 10.512 1.687  N55 1.452, H69 1.102, C101 1.521, H138 1.094
82 H -3.764 8.792 4.868  C147 1.089
83 C 8.224 -2.841 3.420  H112 1.091, H125 1.091, C134 1.520, H156 1.091
84 H 1.405 -0.946 -2.945  C39 1.092
85 H -2.464 8.620 2.114  C102 1.093
86 H -5.795 7.557 2.409  C19 1.095
87 H -6.512 2.778 2.983  C137 1.095
88 H -3.961 -1.670 1.675  C114 1.087
89 H -1.868 -8.755 -9.188  C97 1.092
90 C -0.101 -1.178 -4.477  C39 1.534, N96 1.454, H140 1.092, H143 1.093
91 H -3.157 11.962 0.697  C101 1.091
92 C -0.779 -3.012 -5.977  C41 1.534, N96 1.451, H103 1.095, H152 1.094
93 H 9.919 -3.382 0.349  C65 1.093
94 O 0.071 1.930 1.863  N10 1.139
95 H -3.082 10.223 4.090  C147 1.091
96 N -1.164 -2.035 -4.977  C90 1.454, C92 1.451, C155 1.453
97 C -2.467 -7.846 -9.114  H26 1.089, C62 1.533, H89 1.092, H154 1.091
98 H -6.006 4.158 6.841  C120 1.093
99 C -6.841 5.802 5.713  H31 1.092, H107 1.091, C120 1.533, H123 1.089
100 H 0.057 -4.973 -6.326  C41 1.093
101 C -3.110 10.910 0.981  H27 1.091, H77 1.091, C81 1.521, H91 1.091
102 C -3.365 8.534 2.726  N55 1.454, H66 1.093, H85 1.093, C147 1.534
103 H -1.702 -3.378 -6.439  C92 1.095
104 H -6.378 -1.555 2.224  C53 1.088
105 H 13.024 -4.079 -1.673  C119 1.091
106 C 6.308 -0.800 2.489  H17 1.093, C45 1.534, N61 1.454, H153 1.093
107 H -7.021 6.089 4.675  C99 1.091
108 H 5.591 -2.696 1.663  C45 1.091
109 H -4.398 -4.366 -12.290  C16 1.091
110 C 3.961 -1.627 4.534  H5 1.092, C11 1.533, H73 1.088, H130 1.091
111 H 14.222 -2.881 -2.138  C119 1.091
112 H 8.153 -2.816 2.331  C83 1.091
113 H -5.440 -1.603 3.738  C53 1.094
114 C -4.379 -0.753 2.086  Br52 1.966, C53 1.519, C59 1.539, H88 1.087
115 H 5.606 -1.004 5.763  C11 1.095
116 C -0.157 -2.351 3.049  C3 1.587, F14 1.326, F54 1.335, F135 1.339
117 H 6.166 -3.344 3.748  C134 1.102
118 H 13.245 -1.185 -0.697  C56 1.093
119 C 13.190 -3.010 -1.808  H44 1.091, C56 1.521, H105 1.091, H111 1.091
120 C -5.999 4.525 5.811  N32 1.454, H79 1.093, H98 1.093, C99 1.533
121 H 1.592 -2.431 -3.862  C39 1.089
122 N -1.539 -0.022 5.883  C6 1.147
123 H -7.803 5.711 6.215  C99 1.089
124 H -9.079 3.963 5.978  C50 1.089
125 H 8.589 -3.831 3.698  C83 1.091
126 H -7.447 1.683 4.763  C43 1.096
127 H -7.317 2.302 6.388  C43 1.093
128 H -1.832 -4.476 -9.216  C70 1.093
129 O -0.003 0.010 2.870  C3 1.405, N10 1.511
130 H 4.111 -2.707 4.494  C110 1.091
131 H 13.034 -1.631 2.224  C136 1.091
132 H -5.911 -5.234 -11.996  C16 1.091
133 C -1.328 -1.113 1.250  C3 1.481, N49 1.147
134 C 6.883 -2.579 4.086  N61 1.452, C83 1.520, H117 1.102, H146 1.093
135 F -0.618 -2.869 4.194  C116 1.339
136 C 11.963 -1.449 2.311  H29 1.090, C34 1.533, H131 1.091, H142 1.092
137 C -6.337 3.717 3.517  C15 1.521, N32 1.453, H60 1.102, H87 1.095
138 H -5.241 10.758 1.037  C81 1.094
139 H 0.319 -2.297 -2.644  C39 1.091
140 H -0.562 -0.281 -4.057  C90 1.092
141 H -1.041 -6.494 -10.000  C62 1.094
142 H 11.835 -0.544 2.910  C136 1.092
143 H 0.472 -0.826 -5.338  C90 1.093
144 H 1.080 -3.964 -5.317  C41 1.089
145 C -4.214 -6.077 -10.980  C16 1.521, H46 1.102, H78 1.094, N149 1.452
146 H 6.994 -2.721 5.165  C134 1.093
147 C -3.063 9.132 4.107  H12 1.092, H82 1.089, H95 1.091, C102 1.534
148 H -6.108 -0.065 3.156  C53 1.090
149 N -2.900 -5.719 -10.477  C62 1.452, C70 1.453, C145 1.452
150 H -9.044 3.656 4.237  C50 1.091
151 C -3.686 -4.881 -8.188  H8 1.092, H38 1.091, C70 1.534, H71 1.090
152 H -0.239 -2.492 -6.775  C92 1.094
153 H 5.974 0.241 2.484  C106 1.093
154 H -3.514 -8.135 -9.204  C97 1.091
155 C -2.066 -2.565 -3.968  H33 1.102, H35 1.094, C64 1.520, N96 1.453
156 H 8.965 -2.104 3.735  C83 1.091